# 1
52
Properties=species:S:1:pos:R:3:nbo_charge:R:1 method="wB97M-V/def2-TZVPD" homo_lumo_gap_ev=8.0 max_force_ev_per_a=0.71 total_charge=+1
C 1.6691 -4.2215 1.1078 -0.25
O 1.4231 -4.6542 -0.2335 -0.66
B 0.3482 -4.2844 -0.9449 1.13
O 0.0625 -4.9493 -2.1036 -0.87
C -0.6170 -3.0744 -0.4916 -0.35
C -0.1270 -1.7965 -0.4363 0.11
N -0.9052 -0.7439 -0.0988 -0.47
C -2.1908 -0.9059 0.2086 0.66
F -2.8367 0.1816 0.4976 -0.24
C -2.7710 -2.1436 0.2017 -0.28
C -1.9793 -3.2281 -0.1575 0.04
C -2.6565 -4.5742 -0.2117 0.74
O -2.8109 -5.1511 -1.2497 -0.49
O -3.0632 -4.9816 0.9960 -0.66
H 1.0050 -4.7285 1.8030 0.19
H 2.6861 -4.5050 1.3580 0.22
H 1.5976 -3.1410 1.2148 0.16
H 0.1051 -4.3892 -2.8847 0.51
H 0.9110 -1.5968 -0.6591 0.25
H -0.5117 0.1915 -0.0951 0.46
H -3.8141 -2.2446 0.4594 0.28
H -3.7075 -5.6969 0.8607 0.52
C 7.1913 -0.4248 0.0590 -0.64
C 6.1506 -1.5201 0.0208 -0.07
O 5.4242 -1.6096 1.2644 -0.49
C 4.4628 -0.7180 1.4368 0.98
O 4.1019 0.1194 0.6470 -0.66
O 3.9155 -0.9199 2.6404 -0.50
C 2.9190 0.0352 2.9981 -0.25
H 7.8517 -0.5589 0.9156 0.22
H 7.7889 -0.4461 -0.8514 0.23
H 6.7249 0.5560 0.1422 0.22
H 6.6190 -2.4944 -0.0969 0.20
H 5.4502 -1.3805 -0.8019 0.19
H 2.1829 0.1305 2.2003 0.17
H 3.3604 1.0085 3.2029 0.20
H 2.4397 -0.3364 3.8989 0.20
C -5.6706 6.5874 -1.9968 -0.64
C -4.4236 7.0139 -1.2564 -0.07
O -3.9883 6.0062 -0.3195 -0.48
C -3.3209 4.9931 -0.8404 0.98
O -3.0195 4.8306 -1.9932 -0.64
O -3.0124 4.1408 0.1536 -0.50
C -2.3255 2.9795 -0.2873 -0.26
H -6.4555 6.3111 -1.2923 0.21
H -6.0312 7.4040 -2.6208 0.23
H -5.4712 5.7280 -2.6357 0.22
H -4.6176 7.8929 -0.6467 0.20
H -3.6100 7.2508 -1.9401 0.20
H -1.4526 3.2485 -0.8827 0.20
H -2.9901 2.3462 -0.8744 0.18
H -2.0108 2.4635 0.6153 0.17

***

# 2
64
Properties=species:S:1:pos:R:3:nbo_charge:R:1 method="wB97M-V/def2-TZVPD" homo_lumo_gap_ev=7.6 max_force_ev_per_a=6.53 total_charge=+1
N 2.5561 2.9529 0.7511 -0.86
C 2.3589 1.5575 1.1818 0.40
N 2.8208 1.2783 2.5898 -0.86
N 3.2836 0.7280 0.3168 -0.82
C 0.8958 0.9616 0.9834 -0.26
N -0.2052 1.9376 0.8593 -0.56
C -1.4782 1.7130 0.5543 0.60
N -2.4242 2.8015 0.4301 -0.44
C -3.6674 2.1710 0.0912 0.06
P -5.2746 3.1393 -0.1582 1.06
O -5.7934 2.8083 -1.7642 -0.96
Br -6.9156 2.3631 1.2225 -0.19
N -3.3739 0.7718 0.0473 -0.35
I -4.9879 -0.4100 -0.4153 0.49
N -2.0706 0.4409 0.3178 -0.23
C -1.6024 -0.9506 0.3489 -0.28
C -1.0358 -1.5071 -1.0445 0.01
O -0.4397 -0.5173 -1.8871 -0.69
C -0.0571 -2.7160 -0.6723 0.96
F 0.5068 -3.3334 -1.7819 -0.30
F -0.8510 -3.6587 0.0149 -0.32
F 1.0257 -2.3050 0.1358 -0.34
H 2.3337 3.5982 1.5312 0.37
H 3.5718 3.0668 0.6043 0.40
H 3.5990 0.6067 2.5314 0.39
H 3.2476 2.1382 2.9525 0.37
H 3.0705 -0.2552 0.5375 0.36
H 2.9287 0.8512 -0.6518 0.35
H 0.6721 0.3068 1.8982 0.23
H 0.9151 0.2571 0.0976 0.20
H 0.0277 2.9298 1.0283 0.45
H -6.6832 3.1967 -1.9083 0.52
H -0.8448 -1.0711 1.1972 0.27
H -2.4625 -1.6489 0.6402 0.27
H -1.9130 -1.9960 -1.5926 0.22
H 0.5148 -0.7423 -1.9375 0.49
C -2.6016 0.6244 -4.6798 -0.64
C -3.6489 -0.4463 -4.9146 -0.08
O -4.8164 0.1121 -5.5329 -0.49
C -4.7481 0.2889 -6.8662 0.69
O -3.7924 0.0158 -7.5359 -0.52
C -6.0674 0.8416 -7.3979 0.90
F -6.5434 1.8484 -6.6407 -0.31
F -7.0253 -0.1031 -7.4272 -0.31
F -5.9595 1.3192 -8.6441 -0.30
H -3.0233 1.4534 -4.1049 0.21
H -1.7469 0.2154 -4.1367 0.22
H -2.2448 1.0405 -5.6237 0.23
H -3.9691 -0.8613 -3.9558 0.18
H -3.2532 -1.2745 -5.5079 0.21
C 5.0492 -3.9245 5.2436 -0.64
C 5.1496 -2.8336 6.2912 -0.08
O 5.9828 -1.7577 5.8290 -0.47
C 5.3971 -0.8693 5.0119 0.69
O 4.2507 -0.9259 4.6548 -0.55
C 6.3780 0.2386 4.6397 0.90
F 7.5870 -0.2394 4.3012 -0.30
F 6.5740 1.0921 5.6601 -0.30
F 5.9520 0.9746 3.5979 -0.31
H 6.0445 -4.2653 4.9488 0.22
H 4.4831 -4.7753 5.6268 0.23
H 4.5567 -3.5598 4.3400 0.22
H 5.6231 -3.2311 7.1904 0.21
H 4.1642 -2.4624 6.5834 0.20